Entry 1:
The following is a quantum chemistry calculation of a cluster of 2 separate species, C8H9BO3 in total at a distorted geometry, from the Open Molecules 2025 dataset.

Structure (XYZ):
```
21
C8H9BO3 (ωB97M-V/def2-TZVPD)
B 0.4627 -2.3348 0.4750
C -1.2587 1.5229 -2.0359
C -1.9421 0.8780 -1.0128
C 0.0874 1.9202 -1.8784
C -1.3669 0.5966 0.2012
C 0.7501 1.3301 -0.7970
C -0.0001 0.8371 0.3435
C 1.4525 0.6609 2.5440
C 0.7816 0.6352 1.4655
O 0.3030 -1.7001 -0.7549
O 0.4400 -3.7676 0.4545
O 0.4676 -1.5993 1.5458
H -1.7997 1.6317 -2.8590
H -2.8761 0.6298 -1.2532
H 0.5413 2.3500 -2.6692
H -1.7876 0.1379 1.0133
H 1.7982 1.3672 -0.6996
H 1.6327 -0.2663 2.9998
H 1.7707 1.5405 3.0331
H 0.0154 -2.2631 -1.3779
H 0.5282 -4.1069 1.2622
```

net charge	0

***

Entry 2:
The following is a quantum chemistry calculation of the ion C8H9BrNO with charge +1 at a distorted geometry, from the Open Molecules 2025 dataset.

Structure (XYZ):
```
20
C8H9BrNO (ωB97M-V/def2-TZVPD)
C -2.4176 -1.8058 -0.4157
C -2.4339 -1.1516 0.8810
C -1.4030 -1.5109 -1.2786
C -1.3990 -0.3214 1.2316
C -0.3714 -0.5886 -0.8875
C 0.7645 0.6776 0.7908
C 1.9097 0.7470 -0.0761
C 2.3323 2.0256 -0.6280
N -0.3250 -0.2162 0.4217
O 0.5428 -0.2364 -1.6780
Br 2.8578 -0.7910 -0.0646
H -3.0113 -2.7454 -0.4286
H -3.2602 -1.2952 1.5312
H -1.4486 -1.9183 -2.3669
H -1.2974 0.1638 2.2568
H 1.0284 0.0133 1.6917
H 0.2762 1.6552 1.1652
H 2.9576 2.5337 0.1824
H 1.5812 2.7437 -0.9335
H 3.1168 2.0207 -1.3948
```

net charge	+1

***

Entry 3:
The following is a quantum chemistry calculation of a structure of composition C8H9CaNO5 at a distorted geometry, from the Open Molecules 2025 dataset.

Structure (XYZ):
```
24
C8H9CaNO5 (ωB97M-V/def2-TZVPD)
C 1.5999 -1.0211 1.1597
C 2.0015 -0.7712 -0.3982
O 1.9762 -1.7808 -1.1428
O 2.4028 0.4874 -0.8999
C 1.2738 1.1561 -1.5564
C 0.0850 1.2963 -0.4958
C -1.0550 0.4749 -0.2504
C -1.3957 -0.8389 -1.0868
N -2.4404 -1.7163 -0.4789
C -1.7783 1.1731 0.9814
O -2.8186 0.8574 1.6143
O -1.0619 2.3368 1.4414
C 0.0675 2.5016 0.5774
O 0.9307 3.3899 0.6533
H 2.1873 -1.8989 1.6208
H 0.4648 -1.3060 1.2508
H 1.7755 -0.0350 1.7647
H 0.9723 0.6841 -2.5525
H 1.6331 2.2296 -1.7964
H -0.4766 -1.4938 -1.3079
H -1.7895 -0.5035 -2.1239
H -2.2669 -2.7200 -0.6887
H -2.5449 -1.5771 0.5361
Ca 0.2575 -0.9249 3.1790
```

net charge	+2

***

Entry 4:
The following is a quantum chemistry calculation of the molecule C8H9ClN2 at a distorted geometry, from the Open Molecules 2025 dataset.

Structure (XYZ):
```
20
C8H9ClN2 (ωB97M-V/def2-TZVPD)
C 0.9235 -1.8258 1.1439
C -1.0527 -0.0179 -0.5943
C 0.0705 -0.7572 -0.8014
C -1.1634 0.7898 0.6012
C 1.0681 0.8300 1.0569
C 1.2415 -0.7930 0.2170
C -2.5457 1.2667 0.8540
C 2.5174 -0.9724 -0.5283
N 0.6247 -2.6880 1.8188
N -0.1937 1.3002 1.2836
Cl 2.0148 2.0232 0.0651
H -1.8502 0.0450 -1.4204
H 0.2397 -1.0880 -1.7849
H 1.6019 0.8625 2.0350
H -3.0453 0.4426 1.3004
H -2.8587 1.2285 -0.1715
H -2.7018 2.1522 1.3849
H 2.5433 -0.3542 -1.5079
H 2.5495 -2.0875 -0.8041
H 3.3024 -0.8836 0.1353
```

net charge	0

***

Entry 5:
The following is a quantum chemistry calculation of a structure of composition C8H9ClS at a distorted geometry, from the Open Molecules 2025 dataset.

Structure (XYZ):
```
19
C8H9ClS (ωB97M-V/def2-TZVPD)
C -1.1064 1.4600 2.2408
C -0.4075 0.2274 2.2587
C -1.2168 2.1313 1.0498
C 0.1355 -0.3250 1.1001
C -0.7919 1.5330 -0.1241
C -0.2222 0.2810 -0.1069
C 2.2808 -0.3639 -2.4978
C -0.0057 -2.1365 -1.4712
S -0.0042 -0.5534 -1.7102
Cl -1.9073 0.2347 -2.7206
H -1.5566 1.9893 3.1046
H 0.0862 -0.1575 3.1832
H -1.8811 2.9763 1.0980
H 0.6101 -1.3315 1.2107
H -0.9294 2.0264 -1.1439
H 2.3566 -0.2031 -3.5426
H 2.2844 0.7052 -2.1306
H 0.1623 -2.7664 -2.2328
H -0.7114 -2.6080 -0.8844
```

net charge	0

***

Entry 6:
The following is a quantum chemistry calculation of the molecule C8H9F3 at a distorted geometry, from the Open Molecules 2025 dataset.

Structure (XYZ):
```
20
C8H9F3 (ωB97M-V/def2-TZVPD)
C 0.0264 1.6714 -0.2293
C 2.6563 -2.4679 0.1090
C -1.4544 1.7642 -0.0388
C 0.6009 0.6083 0.6311
C 2.1033 -1.4211 0.7627
C -2.0286 0.5498 -0.7730
C 1.4382 -0.3033 0.2092
C -2.5521 -0.4933 -0.1748
F 1.6445 -0.2638 -1.2032
F -2.9874 -1.5957 -0.9264
F -2.8837 -0.6100 1.1399
H 0.6510 2.5002 0.1284
H 0.1295 1.4374 -1.2924
H 3.2737 -3.2141 0.5121
H 2.5735 -2.3050 -0.9837
H -1.7022 2.7001 -0.4153
H -1.6294 1.5928 0.9910
H 0.1595 0.6460 1.5723
H 2.0171 -1.3113 1.8272
H -2.0362 0.5152 -1.8459
```

net charge	0

***

Entry 7:
The following is a quantum chemistry calculation of a structure of composition C8H9F5I2IrO5SSmTe at a distorted geometry, from the Open Molecules 2025 dataset.

Structure (XYZ):
```
33
C8H9F5I2IrO5SSmTe (ωB97M-V/def2-TZVPD)
I 1.4095 -3.3802 0.4665
I 1.8277 3.7362 0.4152
Sm 0.3436 1.5867 1.7839
Ir -0.3947 -1.4805 0.3686
S 1.0578 -0.1494 -0.8141
C -1.8188 -2.1157 -0.6267
C -1.2027 -2.0395 1.9736
C 0.5278 -0.0736 -2.5817
C 1.4077 1.0109 -3.2020
C -0.9508 0.2658 -2.7232
C 0.8562 -1.3891 -3.2890
C -1.8059 2.8214 3.0492
C -1.7080 2.4295 0.1820
O -1.8343 -2.5493 2.7943
O -2.7229 -2.6002 -1.1709
O -2.5510 3.0441 3.8927
O -2.5789 2.5483 -0.5580
H 1.1772 1.1341 -4.2654
H 2.4552 0.7103 -3.1181
H 1.2693 1.9704 -2.6979
H -1.3120 -0.1421 -3.6758
H -1.0901 1.3493 -2.7311
H -1.5783 -0.1501 -1.9345
H 0.6193 -1.2682 -4.3580
H 0.2748 -2.2313 -2.8966
H 1.9270 -1.6127 -3.1971
F 0.9869 2.0664 3.7782
Te 0.9994 -0.3514 4.2403
F -0.9788 0.0673 3.7517
F 0.7269 -2.2282 4.1968
F 2.9380 -0.4287 4.4977
F 0.5530 -0.1973 6.1980
O 1.1696 -0.3530 2.2511
```

<S²>	24.772
net charge	+4
spin multiplicity	10

***

Entry 8:
The following is a quantum chemistry calculation of a structure of composition C8H9I3IrO4SSc at a distorted geometry, from the Open Molecules 2025 dataset.

Structure (XYZ):
```
27
C8H9I3IrO4SSc (ωB97M-V/def2-TZVPD)
I 4.2133 0.4114 1.6122
I 2.5086 3.2893 1.3657
Sc 1.5351 0.6968 2.1071
Ir -1.5699 -0.4224 1.5488
S 0.6432 -0.8087 0.3372
C -2.2300 -1.8589 0.3773
C -1.5322 -1.4989 3.1682
C 0.5413 -0.1705 -1.5603
C 1.8595 0.5866 -1.7827
C -0.7003 0.6618 -1.8313
C 0.5493 -1.4646 -2.3871
C -0.9268 1.1294 2.6871
C -2.8505 0.9104 0.9653
O -1.3976 -2.0560 4.1777
O -2.6426 -2.6913 -0.3241
O -1.1847 2.0871 3.3267
O -3.4707 1.8211 0.6327
H 1.9431 0.8715 -2.8463
H 2.7251 -0.0578 -1.5425
H 1.9269 1.5076 -1.1670
H -0.7170 0.9808 -2.8853
H -0.7559 1.5719 -1.2257
H -1.6084 0.0782 -1.6553
H 0.6242 -1.2422 -3.4582
H -0.3750 -2.0456 -2.2180
H 1.4204 -2.0740 -2.1298
I 1.4715 -0.2129 4.7078
```

<S²>	6.113
net charge	+4
spin multiplicity	5

***

Entry 9:
The following is a quantum chemistry calculation of the molecule C8H9N at a distorted geometry, from the Open Molecules 2025 dataset.

Structure (XYZ):
```
18
C8H9N (ωB97M-V/def2-TZVPD)
C 4.2610 -0.2792 0.0256
C 2.8188 -0.3676 -0.0922
C 2.0619 0.7561 0.0576
C 0.6309 0.8347 0.0727
C -0.2585 -0.1460 0.3155
C -1.7772 -0.1259 0.5504
C -2.6707 -0.9653 -0.2549
C -2.5816 0.4668 -0.4521
H 2.4427 -1.3901 0.0700
H 2.6151 1.7113 -0.0347
H 0.2826 1.9194 0.0272
H 0.1469 -1.1458 0.5077
H -2.0140 0.0783 1.5454
H -3.5557 -1.3547 0.2915
H -2.1502 -1.6333 -1.0168
H -2.2051 0.9801 -1.4046
H -3.4554 1.0261 -0.0451
N 5.4085 -0.3647 -0.1630
```

net charge	0

***

Entry 10:
The following is a quantum chemistry calculation of a structure of composition C8H9N2O4P at a distorted geometry, from the Open Molecules 2025 dataset.

Structure (XYZ):
```
24
C8H9N2O4P (ωB97M-V/def2-TZVPD)
C 2.3599 1.8133 0.2674
C 3.1027 0.9454 -0.5243
C 1.2088 1.3752 0.8884
C 2.6482 -0.3005 -0.8311
C 0.7898 0.1105 0.5091
C -1.6705 1.0430 -0.6781
C -1.6384 -0.4575 -0.5909
C -0.3547 -0.7451 0.8072
N 1.5179 -0.7328 -0.3231
N -2.8200 -1.1116 -0.2417
O -2.8407 1.5263 -0.2147
O -0.8211 1.6761 -1.2010
O 0.0738 -2.8714 -1.0727
O -1.0637 -0.7031 1.9538
P 0.6665 -2.3108 0.1474
H 2.8352 2.7044 0.5147
H 4.0343 1.2955 -0.9332
H 0.8785 1.9649 1.6796
H 3.0882 -0.9707 -1.5119
H -0.9996 -0.8446 -1.3955
H -2.9975 -0.8502 0.8212
H -2.8878 -2.1386 -0.3589
H -3.3714 0.8713 0.3418
H -1.7382 -1.2889 1.9466
```

net charge	0

***

Entry 11:
The following is a quantum chemistry calculation of a structure of composition C8H9N3O at a distorted geometry, from the Open Molecules 2025 dataset.

Structure (XYZ):
```
21
C8H9N3O (ωB97M-V/def2-TZVPD)
C -2.0785 -1.7373 0.1082
C -0.9008 -0.8008 -0.0805
C -0.1514 -0.9382 -1.2264
C 0.7087 0.0288 -1.8591
C 0.9753 1.0186 -0.7869
C 1.9674 2.7221 0.4807
C 0.4581 1.0568 0.5062
C -0.5551 0.1182 0.8058
H -1.3012 -2.8837 1.6338
H -0.9377 -3.5549 0.1951
H -2.6901 -1.2694 1.0843
H -2.7346 -1.7863 -0.7077
H -0.4059 -1.9386 -1.7532
H 1.0076 0.3201 -2.8827
H 2.4572 2.3142 -1.5183
H 1.2383 2.0613 2.4487
H -1.0943 0.5957 1.8191
N -1.7891 -3.0810 0.6055
N 1.6826 2.2334 -0.8410
N 0.9306 2.2483 1.1541
O 3.2128 3.2724 0.8145
```

net charge	0

***

Entry 12:
The following is a quantum chemistry calculation of a cluster of 3 separate species, C8H9N3O2 in total at a distorted geometry, from the Open Molecules 2025 dataset.

Structure (XYZ):
```
22
C8H9N3O2 (ωB97M-V/def2-TZVPD)
C -0.7512 0.0707 -2.5784
C 0.5979 -0.1350 -2.6557
C -1.4195 -0.2044 -1.4130
C 1.3338 -0.4258 -1.5181
C -0.7851 -0.7190 -0.2971
C 0.6534 -0.8046 -0.3530
C 1.5148 -1.2519 0.6300
C 1.4749 0.8905 1.7644
N 2.5956 1.1974 1.4384
N 2.1618 -1.8561 1.3739
N -2.9644 1.0332 1.9667
O 2.7359 -2.2613 2.3369
O 0.4022 0.8466 2.2037
H -1.4947 0.3640 -3.3338
H 1.1079 0.0047 -3.6952
H -2.3961 -0.0417 -1.4225
H 2.3604 -0.3958 -1.7317
H -1.3581 -0.9711 0.4719
H 3.2565 0.9025 0.7625
H -3.7236 1.3977 1.4268
H -2.0953 1.4636 1.7100
H -3.2070 0.8958 2.9133
```

net charge	0

***

Number 1: calculated total energy -15259.822 eV. Number 2: calculated total energy -82012.609 eV. Number 3: calculated total energy -38586.123 eV. Number 4: calculated total energy -23941.962 eV. Number 5: calculated total energy -31792.526 eV. Number 6: calculated total energy -16591.441 eV. Number 7: calculated total energy -87288.988 eV. Number 8: calculated total energy -75259.208 eV. Number 9: calculated total energy -9928.784 eV. Number 10: calculated total energy -28899.006 eV. Number 11: calculated total energy -14955.297 eV. Number 12: calculated total energy -17003.129 eV.